[1]
The following is a quantum chemistry calculation of a cluster of 9 separate species, C6H34BNO9 in total in a non-equilibrium geometry, from the OMol25 dataset.

XYZ file:
```
51
Properties=species:S:1:pos:R:3:lowdin_charge:R:1
C 5.8093 0.4214 2.2134 -0.114
O 5.3216 -0.0245 0.9930 -0.226
C 3.9430 0.2938 0.7197 -0.196
C 3.3927 0.1086 -0.6779 -0.120
N 1.9442 0.1361 -0.8831 -0.012
H 1.6282 -0.7528 -0.4638 0.002
H 1.5191 0.8576 -0.1849 0.138
C 1.5831 0.3168 -2.2479 -0.090
C 0.0818 0.4840 -2.5396 -0.229
O -0.1286 0.3051 -3.8845 -0.179
C -1.3876 0.9222 -4.4807 0.009
H 5.1694 0.0785 2.9587 0.062
H 5.8709 1.5370 2.0243 0.115
H 6.7952 -0.0942 2.3409 0.112
H 3.8453 1.3638 1.2351 0.156
H 3.2627 -0.3694 1.4181 0.155
H 3.9841 -0.7976 -0.9801 0.170
H 3.5366 0.9426 -1.1928 0.082
H 1.9182 -0.6536 -2.6783 0.173
H 1.8201 1.1131 -2.6120 0.044
H -0.3076 1.3577 -2.1358 0.100
H -0.4316 -0.3925 -2.1332 0.120
H -2.1148 0.1912 -4.2059 0.071
H -1.1951 1.0154 -5.5694 0.095
H -1.6086 1.9196 -4.1985 0.067
B -2.4982 -0.6298 1.0734 -0.357
H -2.2638 0.1593 1.9347 -0.041
H -1.9973 -0.3364 0.1385 -0.109
H -2.0347 -1.7395 1.3595 -0.011
H -3.7800 -0.5717 0.8182 0.040
O 0.9704 -1.8915 -0.2061 -0.007
H 1.4055 -2.7912 0.1592 0.189
H 0.0173 -1.9347 -0.0893 0.066
O -2.4497 2.6180 -0.4991 -0.101
H -3.1133 2.3889 -1.2575 0.106
H -2.5595 1.9236 0.1663 -0.017
O 0.3725 1.5411 0.6688 -0.025
H -0.5951 1.2083 0.7657 0.084
H 0.2345 2.4280 0.8819 0.040
O -4.8609 1.4268 2.4312 -0.045
H -4.1207 1.8295 2.9207 0.051
H -4.4669 1.1948 1.6377 -0.071
O -1.4201 -0.1802 3.9060 0.011
H -1.7120 -0.2443 2.9915 -0.073
H -1.5120 -0.8960 4.2972 -0.117
O -3.7491 -1.5165 -2.1098 -0.014
H -3.2193 -1.2829 -1.3759 -0.043
H -3.2360 -2.1964 -2.4516 -0.005
O -2.7923 -3.6643 3.2504 -0.082
H -2.9411 -2.9602 2.6479 -0.041
H -1.9299 -4.1626 3.1055 0.069
```

## Properties
net charge = 0
relative energy (zero: lowest compared OMol25 entry of this formula, charge and spin) = 0.4680 eV
LUMO energy = -0.0169 Eh

---

[2]
The following is a quantum chemistry calculation of a structure of composition C6H34NO11 in a non-equilibrium geometry, from the OMol25 dataset.

XYZ file:
```
52
Properties=species:S:1:pos:R:3:lowdin_charge:R:1
C -1.1713 2.3976 -0.8941 -0.065
N 0.1658 1.7201 -0.8167 -0.095
C 0.2034 0.6662 0.1803 -0.327
C 1.4760 -0.1517 0.1451 -0.199
C 2.0632 -0.4876 1.4699 -0.279
C 2.8776 -1.7388 1.5022 -0.095
C -1.1209 -0.2937 0.1481 -0.250
O -0.9559 -1.3651 0.9764 -0.221
H -1.2070 3.0605 -0.0664 0.063
H -1.1848 2.8579 -1.9074 0.094
H -1.9445 1.7038 -1.1171 0.055
H 0.4423 1.2241 -1.7140 0.098
H 0.1272 1.2297 1.1523 0.138
H 2.2281 0.3610 -0.4448 0.106
H 1.2265 -1.0369 -0.5279 0.093
H 2.4135 0.4268 1.9875 0.128
H 1.2220 -0.6451 2.1861 0.086
H 2.6146 -2.5209 2.2735 0.090
H 3.9244 -1.5145 1.3715 0.059
H 2.5082 -2.3144 0.5563 0.083
H -1.3193 -0.4704 -0.8884 0.104
H -1.9321 0.2834 0.6151 0.079
H -2.6989 -2.0008 3.1002 0.050
H -2.1563 -1.4706 1.6330 0.040
O -2.8828 -1.2307 2.4843 -0.221
H -2.1023 1.9963 2.6201 -0.033
H -1.4954 3.3009 2.2295 -0.015
O -2.1754 2.9072 2.6902 0.019
H -1.6020 0.3486 3.3886 0.018
H -0.3417 -0.3404 3.1651 -0.004
O -0.7368 0.2135 3.8597 -0.087
H -3.6962 0.1925 1.2826 -0.044
H -4.5291 -0.1159 -0.1249 0.053
O -4.3483 0.4437 0.6511 -0.068
H -1.1060 -2.3842 0.2336 0.038
H -1.7607 -3.8352 -0.5262 0.011
O -1.4627 -2.9636 -0.7280 -0.178
H 1.6081 -3.1191 -1.2358 -0.010
H -0.0133 -2.9837 -1.1548 0.017
O 0.8538 -2.8992 -1.7622 -0.136
H 1.9303 -0.8757 -3.6524 0.099
H 1.6751 -0.8230 -2.1351 -0.028
O 1.7946 -0.3066 -2.8831 -0.055
H 2.7729 3.3711 -0.3512 0.002
H 1.4104 3.1282 0.3070 0.053
O 2.0539 3.8862 0.0191 -0.117
H -0.8057 -1.5974 -3.1798 0.012
H -0.0687 -0.2977 -3.2790 -0.037
O -0.5260 -0.9274 -3.7885 -0.035
H 1.9876 1.3430 -3.2778 -0.051
H 3.1930 1.5740 -2.5976 0.040
O 2.5717 2.0740 -3.1749 -0.081
```

## Properties
net charge = -1
relative energy (zero: lowest compared OMol25 entry of this formula, charge and spin) = 3.8501 eV
LUMO energy = 0.0986 Eh

---

[3]
The following is a quantum chemistry calculation of a cluster of 11 separate species, C6H34NO11 in total in a non-equilibrium geometry, from the OMol25 dataset.

XYZ file:
```
52
Properties=species:S:1:pos:R:3:lowdin_charge:R:1
O -1.5760 -1.6666 -2.2936 0.035
C -0.8478 -1.4604 -3.2107 -0.233
C 0.3570 -0.6591 -3.3043 -0.141
C 0.1495 0.8608 -3.3218 -0.168
C -0.4348 1.4905 -2.0118 -0.178
C 0.5674 1.5997 -0.7877 -0.187
C -0.0571 2.1255 0.5277 -0.086
N 0.0793 0.8977 1.5484 0.083
H -1.2346 -1.9283 -4.0375 0.111
H 0.8239 -0.8836 -4.3628 0.170
H 1.0637 -0.8872 -2.5956 0.083
H 1.1291 1.3446 -3.5327 0.128
H -0.4670 1.1638 -4.1465 0.104
H -1.3490 1.0972 -1.6585 0.073
H -0.7740 2.5818 -2.2615 0.146
H 1.4404 2.2955 -1.0211 0.131
H 0.8792 0.5429 -0.6523 0.075
H 0.4296 2.9271 0.9106 0.060
H -1.2469 2.2638 0.6212 0.167
H -0.3991 -0.0431 1.2240 0.136
H 1.1134 0.6570 1.6968 0.096
H -0.3593 1.2695 2.4843 0.140
H 3.3483 0.0947 0.4168 -0.022
H 4.1310 1.1555 -0.5463 0.143
O 3.3617 0.9638 0.1160 -0.054
H 1.6911 -1.3194 3.8028 0.136
H 1.8982 -1.5025 2.1405 0.040
O 1.7078 -0.7879 2.8872 -0.164
H -2.6904 -1.1678 0.4534 -0.001
H -4.0296 -0.4463 -0.0038 0.099
O -3.1681 -0.3302 0.5472 -0.088
H -2.6778 -3.8498 -0.8950 0.092
H -3.3637 -3.1442 0.3480 -0.004
O -2.6007 -3.3812 -0.0461 0.008
H -3.3907 -1.6727 -2.0674 0.000
H -4.4660 -0.6540 -2.6863 0.061
O -4.3026 -1.3030 -1.9811 -0.077
H -0.8371 -2.5306 0.1209 0.140
H -0.1730 -1.2678 -0.5206 0.043
O -0.0289 -1.7987 0.3230 -0.145
H 1.6636 3.2133 3.7327 0.034
H 2.4113 2.0199 2.9792 -0.001
O 1.4592 2.4266 3.2288 -0.130
H 3.9432 1.7576 1.8092 0.051
H 3.7543 0.7695 2.9845 0.081
O 3.8227 1.7323 2.7828 -0.030
H -2.9667 1.3253 3.5478 0.054
H -2.6673 0.3941 2.2032 0.019
O -2.4312 1.1752 2.7652 -0.077
H 3.0283 -3.0073 0.7325 0.097
H 1.6837 -2.3416 0.3226 0.048
O 2.6027 -2.1123 0.6876 -0.100
```

## Properties
net charge = +1
relative energy (zero: lowest compared OMol25 entry of this formula, charge and spin) = 3.8729 eV
LUMO energy = -0.0933 Eh

---

[4]
The following is a quantum chemistry calculation of a cluster of 12 separate species, C6H34O12 in total in a non-equilibrium geometry, from the OMol25 dataset.

XYZ file:
```
52
Properties=species:S:1:pos:R:3:lowdin_charge:R:1
C -0.3124 1.4375 3.6620 -0.079
C 0.0387 2.0397 2.2787 -0.210
C 1.4626 1.7175 1.9182 -0.485
C 2.3926 2.5403 2.7126 -0.092
C 1.9081 1.9467 0.4527 -0.129
C 3.2598 1.5017 -0.0004 -0.214
O 3.2699 0.9154 -1.0768 0.015
H -0.4626 2.1054 4.4390 0.050
H -1.1648 0.8482 3.6016 0.041
H 0.3636 0.6354 3.9725 0.080
H -0.8370 1.8892 1.5199 0.143
H -0.0232 3.1143 2.2934 0.094
H 1.6449 0.7230 2.1935 0.105
H 3.5044 2.2483 2.4097 0.110
H 2.1074 3.5710 2.4400 0.092
H 2.2756 2.2291 3.8436 0.119
H 0.9129 1.4177 -0.0660 0.174
H 1.7659 2.9680 0.0801 0.126
H 4.2564 1.7178 0.3753 0.121
O 0.6214 -2.7608 -0.1890 -0.030
H 0.4325 -2.2024 0.5737 0.039
H 0.2803 -3.6232 0.0169 0.068
O -1.0176 -2.6169 1.7423 -0.033
H -1.1701 -3.1975 2.4094 -0.002
H -1.7584 -2.4960 1.0972 0.034
O 0.1608 -1.0947 -2.0325 -0.117
H -0.6998 -0.6664 -1.7308 0.067
H 0.4554 -1.7866 -1.3575 0.015
O -3.2971 -2.9134 0.2467 -0.075
H -3.6983 -2.2056 0.6898 -0.039
H -3.5363 -2.6757 -0.7507 0.101
O -2.9903 -1.4451 -2.3337 -0.068
H -2.4085 -1.7945 -3.0426 0.082
H -3.8274 -1.2587 -2.8221 0.091
O -0.0111 -0.6983 -4.7374 -0.105
H 0.9380 -0.5323 -4.8377 0.012
H 0.1793 -1.0776 -3.8252 0.005
O 2.4909 -0.2949 -3.6684 -0.072
H 1.8864 -0.6511 -2.9794 0.017
H 3.2027 0.1431 -3.1926 0.021
O 3.9444 -2.1647 2.1698 -0.077
H 3.7582 -1.8756 1.2490 0.039
H 3.0464 -1.9175 2.4758 0.032
O -2.9038 1.0763 -1.2235 -0.091
H -3.5316 0.4844 -1.6507 0.006
H -2.0799 1.1217 -1.7542 -0.021
O -1.2561 1.2146 -3.1789 -0.030
H -0.5816 0.5582 -3.1701 -0.014
H -0.9622 2.0558 -3.5517 0.089
O -3.9298 -0.3620 0.9990 -0.012
H -3.6965 -0.4287 0.1752 -0.112
H -4.4034 0.5203 1.1345 0.117
```

## Properties
structure (SMILES) = CC[C@H](C)CC=O.O.O.O.O.O.O.O.O.O.O.O
net charge = 0
relative energy (zero: lowest compared OMol25 entry of this formula, charge and spin) = 4.8613 eV
LUMO energy = 0.0008 Eh